Below is 2 unconnected molecules or ions with the total composition C2HF3I2 in a non-equilibrium geometry, with properties calculated with the ωB97M-V functional and the def2-TZVPD basis.

Each atom is followed by the atoms it is bonded to, with distances in Å.
Atoms and positions in Å:
1 C -1.73 0.68 0.72  F3 1.363, I6 2.051
2 C 1.63 -0.23 -0.51  F4 1.291, F5 1.305, I7 2.159, H8 1.064
3 F -1.83 0.35 2.04  C1 1.363
4 F 1.72 0.62 -1.48  C2 1.291
5 F 1.47 0.40 0.62  C2 1.305
6 I -3.51 0.62 -0.31  C1 2.051
7 I -0.14 -1.46 -0.66  C2 2.159
8 H 2.38 -0.98 -0.43  C2 1.064

HOMO-LUMO gap ... 0.296 Eh
Net charge ... 0
2S+1 ... 1

Löwdin atomic charge list, values in e, 5 entries: atom 1 (C): -0.761, atom 2 (C): -0.852, atom 3 (F): -0.162, atom 4 (F): 0.066, atom 5 (F): 0.003